C4H35NO12S2 | ωB97M-V with the def2-TZVPD basis set

Values from the calculation:
Relative energy (zero: lowest compared OMol25 entry of this formula, charge and spin) ... 0.000 eV
E_LUMO ... 0.10 eV
Net charge ... 0
Total energy ... -52448.99576 eV
HOMO-LUMO gap ... 9.1893 eV
Largest force on an atom ... 0.87 eV/A
Highest occupied orbital energy ... -9.1 eV

Bonds (Å) are listed after each position.
Element x y z (Å)
1 S 3.51 -1.01 -1.61  S2 2.020, H8 1.353
2 S 1.73 -1.46 -2.47  S1 2.020, C3 1.814
3 C 0.58 -0.16 -1.96  S2 1.814, C4 1.532, H9 1.091, H10 1.090
4 C 0.45 -0.01 -0.44  C3 1.532, N5 1.470, H11 1.091, H12 1.094
5 N -0.95 0.09 -0.01  C4 1.470, C6 1.472, H13 1.015
6 C -1.12 -0.31 1.40  N5 1.472, C7 1.522, H14 1.098, H15 1.090
7 C -2.58 -0.63 1.68  C6 1.522, H16 1.090, H17 1.090, H18 1.091
8 H 3.38 -1.54 -0.37  S1 1.353
9 H -0.37 -0.44 -2.41  C3 1.091
10 H 0.88 0.78 -2.43  C3 1.090
11 H 0.96 0.91 -0.14  C4 1.091
12 H 0.97 -0.82 0.07  C4 1.094
13 H -1.56 -0.49 -0.59  N5 1.015
14 H -0.47 -1.16 1.65  C6 1.098
15 H -0.76 0.50 2.03  C6 1.090
16 H -3.21 0.22 1.42  C7 1.090
17 H -2.70 -0.86 2.74  C7 1.090
18 H -2.88 -1.50 1.11  C7 1.091
19 H 1.26 1.67 3.08  O21 0.992
20 H 1.89 1.26 4.45  O21 0.956
21 O 1.54 0.90 3.64  H19 0.992, H20 0.956
22 H 1.65 -4.25 -0.58  O24 0.972
23 H 0.58 -3.24 -0.19  O24 0.972
24 O 1.25 -3.83 0.20  H22 0.972, H23 0.972
25 H 3.84 2.89 0.40  O27 0.970
26 H 3.30 1.57 0.97  O27 0.991
27 O 3.00 2.42 0.56  H25 0.970, H26 0.991
28 H -3.11 -2.48 -2.54  O30 0.967
29 H -3.10 -1.13 -3.28  O30 0.990
30 O -2.50 -1.81 -2.89  H28 0.967, H29 0.990
31 H 3.39 -0.71 1.60  O33 0.975
32 H 2.89 0.43 2.61  O33 0.986
33 O 3.56 0.20 1.92  H31 0.975, H32 0.986
34 H -2.01 3.04 -2.86  O36 0.972
35 H -1.74 1.66 -2.24  O36 0.970
36 O -2.10 2.09 -3.03  H34 0.972, H35 0.970
37 H -1.99 3.05 0.94  O39 0.963
38 H -1.19 1.87 0.30  O39 0.997
39 O -1.18 2.86 0.45  H37 0.963, H38 0.997
40 H -3.30 1.01 -3.62  O42 0.980
41 H -4.82 0.60 -3.43  O42 0.957
42 O -3.98 0.32 -3.79  H40 0.980, H41 0.957
43 H 0.18 3.05 1.60  O45 0.975
44 H 1.73 2.96 1.62  O45 0.984
45 O 0.94 3.09 2.21  H43 0.975, H44 0.984
46 H 2.49 -2.88 0.93  O48 0.969
47 H 3.55 -2.94 2.06  O48 0.969
48 O 3.28 -2.43 1.27  H46 0.969, H47 0.969
49 H -0.15 -4.84 0.98  O51 0.975
50 H -0.89 -6.21 0.87  O51 0.967
51 O -1.02 -5.26 1.02  H49 0.975, H50 0.967
52 H -0.49 4.67 -2.10  O54 0.964
53 H -1.27 3.92 -0.98  O54 0.980
54 O -1.38 4.38 -1.84  H52 0.964, H53 0.980